# 1
The following is a quantum chemistry calculation of one molecule with the formula C7H11NO, from OMol25.

Last column: Mulliken charge in e.
Cartesian coordinates (Å):
C -2.74 -0.39 0.10  -1.15
C -1.27 -0.42 -0.05  0.80
N -0.79 -1.62 -0.03  -0.46
O 0.48 -1.95 0.05  -0.26
C 1.40 -0.99 -0.41  -0.03
C 2.65 -0.46 0.11  -0.58
C 1.41 0.18 0.48  -0.32
C 0.76 1.30 -0.15  -0.68
C -0.69 1.01 -0.09  -0.62
H -3.19 -1.44 -0.09  0.32
H -3.02 -0.01 1.14  0.22
H -3.28 0.20 -0.66  0.33
H 1.18 -0.99 -1.49  0.38
H 3.31 -0.08 -0.65  0.27
H 3.10 -1.07 0.99  0.22
H 1.00 -0.07 1.39  0.40
H 1.01 1.50 -1.20  0.25
H 1.03 2.26 0.38  0.29
H -0.97 1.47 0.92  0.24
H -1.39 1.56 -0.77  0.36

Results
ΔE to the lowest compared entry with this formula, charge and spin = 112.34 kcal per mole
DFT total energy = -403.15494 a.u.
HOMO-LUMO gap = 9.8 eV

=====

# 2
The following is a quantum chemistry calculation of one molecule with the formula C7H11NO2, from OMol25.

Last column: Mulliken charge in e.
Cartesian coordinates (Å):
C -0.15 1.27 0.26  0.83
C 0.29 -1.18 1.07  -1.31
C -2.12 -1.82 0.59  -0.98
C -1.19 -0.90 0.64  0.94
C 1.80 -0.19 0.74  -0.70
C -0.61 2.67 -0.11  -1.36
C 2.10 -0.72 -1.54  -0.68
N -1.21 0.46 0.33  -0.10
O 1.08 0.97 0.29  -0.15
O 2.51 -0.82 -0.21  -0.15
H 0.31 -0.94 2.10  0.48
H 0.38 -2.26 1.26  0.42
H -2.00 -2.89 0.75  0.30
H -3.04 -1.63 -0.02  0.24
H 0.15 3.39 0.27  0.37
H -0.62 2.85 -1.17  0.29
H -1.55 2.97 0.33  0.43
H 1.09 -1.00 -1.72  0.30
H 2.75 -1.41 -2.09  0.29
H 2.13 0.30 -1.91  0.25
H -2.13 0.90 0.14  0.28

Results
ΔE to the lowest compared entry with this formula, charge and spin = 158.80 kcal per mole
DFT total energy = -478.34373 a.u.
HOMO-LUMO gap (spin up / spin down) = 6.9 / 6.9 eV

=====

# 3
The following is a quantum chemistry calculation of a 2-piece molecular cluster, C7H11NO2S overall, from OMol25.

Last column: Mulliken charge in e.
Cartesian coordinates (Å):
C 2.11 0.01 -0.58  0.28
C -0.20 -0.11 0.36  0.25
C -1.87 -2.54 0.02  -1.02
C 1.57 0.73 1.94  -1.27
C -1.82 -1.43 -0.86  -0.22
C 0.58 2.18 -0.39  -0.80
C 1.25 0.40 0.49  0.84
N 2.75 -0.27 -1.51  -0.57
O -1.01 0.14 1.20  -0.60
O -0.49 -0.80 -0.80  -0.29
S 0.07 2.00 -2.05  -0.12
H -1.98 -2.13 1.06  0.27
H -2.78 -3.10 -0.13  0.40
H -0.96 -3.20 -0.23  0.25
H 2.50 0.44 2.41  0.33
H 1.44 1.75 2.01  0.36
H 0.71 0.32 2.51  0.36
H -2.53 -0.54 -0.71  0.28
H -1.85 -1.69 -1.94  0.28
H -0.11 2.61 0.25  0.43
H 1.57 2.72 -0.30  0.40
H 1.07 2.52 -2.74  0.14

Results
ΔE to the lowest compared entry with this formula, charge and spin = 44.73 kcal per mole
DFT total energy = -876.65428 a.u.
HOMO-LUMO gap = 9.3 eV

=====

# 4
The following is a quantum chemistry calculation of one molecule with the formula C7H11NO3S, from OMol25.

Last column: Mulliken charge in e.
Cartesian coordinates (Å):
C -0.41 1.27 -1.36  -0.76
O -0.45 0.60 -0.11  -0.40
C -1.22 -0.55 -0.11  0.71
O -2.54 -0.40 -0.40  -0.38
C -3.28 0.40 0.52  -0.73
S -0.89 -1.36 1.50  -0.23
C 0.92 -1.61 1.34  -0.62
C 1.42 -1.36 -0.04  0.95
C 2.79 -0.77 -0.19  -1.45
N 0.73 -1.63 -1.07  -0.44
C -0.59 -1.77 -1.11  0.25
O -1.30 -2.52 -1.70  -0.54
H 0.23 2.14 -1.22  0.26
H -1.41 1.57 -1.67  0.34
H 0.02 0.61 -2.13  0.33
H -4.26 0.52 0.07  0.27
H -2.81 1.38 0.66  0.31
H -3.36 -0.11 1.48  0.30
H 1.09 -2.64 1.64  0.39
H 1.41 -0.95 2.06  0.40
H 3.50 -1.29 0.46  0.37
H 2.75 0.27 0.11  0.31
H 3.11 -0.83 -1.22  0.39

Results
ΔE to the lowest compared entry with this formula, charge and spin = 55.44 kcal per mole
DFT total energy = -951.94485 a.u.
HOMO-LUMO gap = 9.2 eV

=====

# 5
The following is a quantum chemistry calculation of one molecule with the formula C7H11NO4S, from OMol25.

Last column: Mulliken charge in e.
Cartesian coordinates (Å):
C -2.43 1.07 0.59  -0.92
N -0.91 0.91 0.91  -0.37
C 0.02 0.30 0.04  1.24
O -0.24 -1.10 -0.15  -0.24
S -0.10 -2.15 1.02  1.13
O 0.92 -1.75 1.85  -0.56
O -0.03 -3.41 0.45  -0.58
O -1.47 -2.01 1.83  -0.47
C 1.40 0.39 0.58  -0.88
C 2.41 0.33 -0.27  -0.55
C 2.17 0.06 -1.69  -0.54
C 1.03 0.33 -2.25  -0.72
C -0.11 0.77 -1.40  -0.77
H -2.72 2.06 0.41  0.33
H -2.70 0.32 -0.27  0.26
H -2.86 0.57 1.38  0.38
H -0.50 1.77 1.29  0.29
H -1.41 -1.50 2.60  0.35
H 1.44 0.37 1.68  0.44
H 3.38 0.55 0.15  0.43
H 2.99 -0.37 -2.19  0.50
H 0.91 0.26 -3.28  0.47
H -0.17 1.82 -1.45  0.39
H -1.02 0.40 -1.83  0.39

Results
ΔE to the lowest compared entry with this formula, charge and spin = 61.13 kcal per mole
DFT total energy = -1027.14792 a.u.
HOMO-LUMO gap = 9.5 eV

=====

# 6
The following is a quantum chemistry calculation of one molecule with the formula C7H11NOP2, from OMol25.

Last column: Mulliken charge in e.
Cartesian coordinates (Å):
C -2.14 -1.72 -0.27  -0.36
C -1.47 -1.32 0.93  -0.23
C -1.41 -2.03 -1.41  -0.26
C 0.59 -1.42 -0.44  0.01
C -0.12 -1.03 0.86  0.22
C 0.83 -0.22 1.71  -0.83
C 1.35 1.67 -0.45  0.14
N -0.15 -1.90 -1.51  -0.64
O 2.75 1.70 -0.51  -0.50
P 0.87 2.47 -1.99  -0.13
P 0.53 1.61 1.14  0.02
H -3.20 -1.61 -0.25  0.39
H -2.13 -0.99 1.81  0.27
H -1.84 -2.09 -2.33  0.49
H 1.52 -2.10 -0.32  0.24
H 1.91 -0.25 1.65  0.35
H 0.47 -0.30 2.84  0.34
H 1.10 -0.47 -0.69  0.00
H 3.09 2.06 0.34  0.34
H -0.58 2.23 -1.84  0.03
H 1.13 1.23 -2.88  0.06
H -0.68 1.29 0.52  0.05

Results
ΔE to the lowest compared entry with this formula, charge and spin = 69.01 kcal per mole
DFT total energy = -1085.83022 a.u.
HOMO-LUMO gap (spin up / spin down) = 6.8 / 6.8 eV